(1)
This record from the Open Molecules 2025 dataset describes one molecule with the formula C4H8N4 in a non-equilibrium geometry. The level of theory is ωB97M-V with the def2-TZVPD basis set.

Properties
**SMILES**: [H]/N=c1/ccn(N)n1C
**Orbital gap**: 9.48 eV

ORCA input file:
```
! wB97M-V def2-TZVPD RIJCOSX def2/J DEFGRID3
* xyz 0 1
H 2.547 0.870 -0.702
N 2.533 -0.029 -0.334
C 1.374 -0.372 -0.009
C 0.803 -1.714 0.147
C -0.428 -1.675 0.256
N -0.918 -0.360 0.358
N -2.097 -0.104 -0.499
N 0.219 0.479 -0.180
C 0.138 1.690 0.458
H 1.174 -2.868 0.387
H -1.243 -2.450 0.252
H -2.345 0.932 -0.328
H -1.541 -0.304 -1.398
H -0.159 1.693 1.579
H 0.857 2.340 -0.084
H -0.914 1.872 0.098
*
```

---

(2)
This record from the Open Molecules 2025 dataset describes C4H8O3 as an isolated structure. The level of theory is ωB97M-V with the def2-TZVPD basis set.

Properties
**Orbital gap**: 10.11 eV

ORCA input file:
```
! wB97M-V def2-TZVPD RIJCOSX def2/J DEFGRID3
* xyz 0 1
O 0.248 0.186 -1.233
C 1.422 -0.542 -0.884
C 1.142 -0.671 0.620
C -0.031 0.298 0.530
O -0.235 1.332 1.090
C -1.869 -0.459 0.230
O -2.619 0.679 0.423
H -0.788 -0.304 -0.585
H 2.300 0.078 -1.095
H 1.529 -1.492 -1.420
H 1.902 -0.238 1.276
H 0.880 -1.670 0.978
H -2.265 -0.970 -0.663
H -1.883 -1.174 1.066
H -2.057 1.303 0.923
*
```

---

(3)
This record from the Open Molecules 2025 dataset describes an isolated ion of composition C5H12NO and charge +2 in a non-equilibrium geometry. The level of theory is ωB97M-V with the def2-TZVPD basis set.

Properties
**<S²>**: 0.759
**Orbital gap (alpha / beta)**: 8.24 / 5.62 eV

ORCA input file:
```
! wB97M-V def2-TZVPD RIJCOSX def2/J DEFGRID3
* xyz 2 2
C -0.579 -1.728 -0.673
O 0.799 -1.489 -0.903
C -1.307 -0.436 -0.967
C -1.589 0.549 0.212
C -0.501 1.123 1.020
C 0.813 1.583 0.885
N 1.942 0.700 0.635
H -0.923 -2.163 0.259
H -0.821 -2.406 -1.449
H 1.218 -2.392 -0.863
H -2.299 -0.665 -1.349
H -0.762 0.071 -1.765
H -2.301 0.063 0.882
H -2.086 1.474 -0.183
H -0.955 1.487 1.966
H 1.225 2.361 1.565
H 1.646 -0.029 -0.157
H 2.755 1.121 0.232
H 1.984 0.071 1.420
*
```

---

(4)
This record from the Open Molecules 2025 dataset describes one molecule with the formula C3H6N4O in a non-equilibrium geometry. The level of theory is ωB97M-V with the def2-TZVPD basis set.

Properties
**SMILES**: [H]/N=c1\cc(N)on1N
**Orbital gap**: 9.25 eV

ORCA input file:
```
! wB97M-V def2-TZVPD RIJCOSX def2/J DEFGRID3
* xyz 0 1
H 2.022 2.092 0.136
N 2.076 1.095 -0.046
C 0.894 0.605 -0.227
C -0.483 1.075 -0.076
C -1.267 -0.034 -0.148
N -2.649 -0.190 -0.049
O -0.604 -1.169 -0.199
N 0.786 -0.796 -0.516
N 1.650 -1.577 0.202
H -0.819 2.112 -0.075
H -2.956 -0.971 0.508
H -3.102 0.679 0.181
H 2.186 -0.953 0.800
H 2.267 -1.968 -0.492
*
```

---

(5)
This record from the Open Molecules 2025 dataset describes C14H24N2O2S as an isolated structure in a non-equilibrium geometry. The level of theory is ωB97M-V with the def2-TZVPD basis set.

Properties
**Orbital gap**: 8.83 eV

ORCA input file:
```
! wB97M-V def2-TZVPD RIJCOSX def2/J DEFGRID3
* xyz 0 1
C 5.442 -3.833 0.941
C 3.924 -3.568 1.356
H 3.362 -4.578 1.656
H 3.991 -2.984 2.215
O 3.316 -2.985 0.101
C 2.176 -2.568 0.634
O 1.756 -2.660 1.783
C 1.393 -1.978 -0.617
C -0.092 -1.908 -0.420
H -0.317 -1.330 0.578
C -0.736 -1.090 -1.333
N -0.106 0.208 -1.465
C -0.565 1.508 -0.956
N -1.868 1.300 -0.098
H -2.379 0.416 -0.421
C -2.436 2.452 0.497
H -1.731 3.313 0.629
C -3.259 1.975 1.669
C -4.929 1.701 1.130
C -4.907 2.918 0.291
H -5.110 3.747 0.669
C -3.509 2.936 -0.376
H -3.662 2.336 -1.355
H -3.276 4.024 -0.687
H -5.955 2.551 -0.609
H -4.933 0.823 0.578
H -5.415 1.841 1.812
H -3.462 2.610 2.474
H -2.792 1.047 2.129
S 0.255 2.951 -0.617
C 1.238 0.241 -1.690
C 2.021 -0.546 -0.736
H 1.851 0.041 0.371
H 3.173 -0.486 -0.924
H 1.534 -0.124 -2.727
H 1.583 1.268 -1.596
H -0.523 -1.452 -2.580
H -1.685 -0.789 -1.174
H -0.526 -2.842 -0.352
H 1.738 -2.543 -1.288
H 6.067 -4.224 1.728
H 6.077 -2.976 0.867
H 5.545 -4.556 -0.008
*
```

---

(6)
This record from the Open Molecules 2025 dataset describes C29H67Cl2O15PS as an isolated structure in a non-equilibrium geometry. The level of theory is ωB97M-V with the def2-TZVPD basis set.

Properties
**Orbital gap**: 9.39 eV

ORCA input file:
```
! wB97M-V def2-TZVPD RIJCOSX def2/J DEFGRID3
* xyz 0 1
C 0.935 1.288 2.401
O 0.357 0.920 1.160
C -0.530 -0.176 1.280
C -1.090 -0.497 -0.098
C -1.880 -1.827 -0.191
C -2.292 -2.432 1.158
C -3.489 -3.378 1.101
O -4.508 -2.971 0.165
P -5.595 -1.890 0.482
O -6.700 -1.745 -0.454
O -6.009 -2.297 1.980
S -7.237 -1.406 2.708
O -4.653 -0.587 0.657
C -5.047 0.693 0.383
Cl -5.183 1.681 1.789
C -5.158 1.177 -0.840
C -5.527 2.575 -1.216
Cl -4.829 0.127 -2.178
H 0.299 0.981 3.240
H 1.059 2.374 2.431
H 1.919 0.817 2.526
H -1.347 0.113 1.957
H -0.006 -1.038 1.716
H -0.264 -0.498 -0.814
H -1.748 0.328 -0.391
H -1.287 -2.569 -0.737
H -2.768 -1.654 -0.801
H -2.506 -1.650 1.889
H -1.464 -3.029 1.553
H -3.183 -4.383 0.811
H -3.934 -3.450 2.096
H -8.206 -1.825 1.880
H -4.780 2.984 -1.899
H -5.608 3.215 -0.338
H -6.488 2.572 -1.737
C -0.771 -6.105 -4.108
O -0.594 -7.312 -3.383
C 0.065 -7.137 -2.144
C -0.900 -7.095 -0.978
O -1.763 -5.972 -1.042
C -3.048 -6.279 -1.556
H -1.478 -6.308 -4.910
H -1.172 -5.310 -3.475
H 0.176 -5.770 -4.545
H 0.667 -6.222 -2.156
H 0.743 -7.986 -2.005
H -0.325 -7.018 -0.050
H -1.481 -8.022 -0.940
H -3.646 -6.804 -0.802
H -2.983 -6.894 -2.455
H -3.540 -5.338 -1.800
C -3.347 2.751 6.184
O -2.278 3.673 6.273
C -1.021 3.073 6.527
C -0.196 2.918 5.268
O -0.798 2.031 4.343
C -1.512 2.681 3.308
H -4.198 3.283 5.760
H -3.098 1.904 5.540
H -3.625 2.376 7.175
H -1.153 2.095 7.004
H -0.481 3.719 7.226
H 0.782 2.506 5.534
H -0.035 3.900 4.807
H -0.825 3.106 2.567
H -2.154 3.476 3.696
H -2.134 1.931 2.821
C 1.652 5.241 4.530
O 1.841 4.890 3.173
C 0.933 5.526 2.285
C 1.555 6.718 1.594
O 1.885 7.753 2.507
C 3.252 7.779 2.868
H 2.533 4.907 5.077
H 1.540 6.320 4.657
H 0.769 4.740 4.946
H 0.027 5.829 2.821
H 0.652 4.790 1.525
H 0.834 7.126 0.880
H 2.439 6.398 1.033
H 3.865 8.181 2.053
H 3.619 6.784 3.131
H 3.347 8.434 3.732
C 2.923 -6.547 -5.004
O 2.621 -5.178 -5.205
C 3.578 -4.292 -4.651
C 4.545 -3.769 -5.692
O 5.345 -4.798 -6.245
C 4.893 -5.263 -7.502
H 2.272 -7.123 -5.659
H 3.965 -6.770 -5.243
H 2.721 -6.838 -3.966
H 4.133 -4.784 -3.845
H 3.035 -3.446 -4.220
H 5.217 -3.049 -5.216
H 3.994 -3.247 -6.481
H 5.123 -4.541 -8.293
H 3.818 -5.456 -7.498
H 5.421 -6.192 -7.712
C 2.083 2.856 -0.928
O 2.831 4.011 -0.578
C 4.181 3.741 -0.250
C 5.123 4.061 -1.390
O 4.903 3.235 -2.519
C 4.119 3.842 -3.528
H 1.159 3.198 -1.392
H 2.625 2.226 -1.638
H 1.832 2.274 -0.041
H 4.299 2.694 0.050
H 4.444 4.367 0.609
H 6.151 3.893 -1.055
H 5.026 5.117 -1.664
H 4.701 4.591 -4.079
H 3.227 4.318 -3.113
H 3.816 3.057 -4.218
*
```